# 1
The following is a quantum chemistry calculation of a structure of composition C12H4AuBrF5IS, from the OMol25 dataset.

Its energy above the lowest of the compared OMol25 structures with the same formula, charge and spin is 20.63 kJ/mol. Its spin multiplicity is 1. The HOMO energy comes out at -8.19 eV. Its orbital gap is 7.412 eV.

CARTESIAN COORDINATES (ANGSTROEM)
Au (-0.3910, 0.2488, -0.8343)
F (5.1399, -2.2909, -3.9878)
C (4.0423, -2.1377, -3.2766)
C (3.9652, -2.7580, -2.0175)
F (5.0198, -3.5001, -1.5907)
C (2.7886, -2.6270, -1.3567)
F (2.6602, -3.1990, -0.1697)
C (1.6355, -1.9835, -1.8350)
S (0.1893, -2.0292, -0.8747)
C (1.7271, -1.5013, -3.1238)
F (0.6726, -0.8978, -3.6832)
C (2.9052, -1.6031, -3.8756)
F (3.1152, -0.9824, -5.0349)
Br (-4.7720, 3.8396, 0.8797)
C (-3.6033, 2.7583, 1.9441)
C (-3.9403, 2.5789, 3.2439)
C (-3.1205, 1.8835, 4.1347)
C (-1.9399, 1.3178, 3.6306)
C (-1.6632, 1.4242, 2.2679)
C (-2.4754, 2.1552, 1.4153)
I (-1.7307, 2.4846, -0.5568)
H (-4.8661, 3.0781, 3.5711)
H (-3.4001, 1.9082, 5.1488)
H (-1.2501, 0.7626, 4.2048)
H (-0.7082, 1.0701, 1.7763)



# 2
The following is a quantum chemistry calculation of a structure of composition C12H4Cl2IrN4O2S4, from the OMol25 dataset.

Its expectation value of S² is 0.756. Its energy above the lowest of the compared OMol25 structures with the same formula, charge and spin is 0.00 kJ/mol. Its spin multiplicity is 2. The HOMO energy (spin up / spin down) comes out at -8.28 / -8.22 eV. Its orbital gap (spin up / spin down) is 6.874 / 5.463 eV.

CARTESIAN COORDINATES (ANGSTROEM)
Ir (0.1596, 0.5591, -0.0667)
S (1.8254, -0.2142, -1.4878)
S (3.5119, -0.5065, -0.4136)
S (3.4629, 0.8336, 1.1959)
S (1.6146, 1.5439, 1.3899)
Cl (-4.3144, 1.3778, 1.9703)
C (-3.2592, 0.0293, 2.1833)
C (-3.6953, -1.0849, 2.9202)
C (-2.8824, -2.1652, 3.1115)
Cl (-3.4342, -3.5037, 4.0715)
C (-1.5909, -2.1988, 2.5376)
C (-0.6588, -3.2504, 2.6753)
C (0.5590, -3.1620, 2.0665)
C (0.8704, -2.0370, 1.2851)
N (0.0210, -1.0452, 1.1388)
C (-1.1994, -1.0889, 1.7713)
C (-1.9994, 0.0721, 1.6225)
O (-1.5090, 1.1074, 0.9811)
H (-4.6865, -1.0693, 3.3514)
H (-0.9206, -4.1123, 3.2736)
H (1.2931, -3.9486, 2.1616)
H (1.8203, -1.9508, 0.7802)
O (-1.2870, -0.2505, -1.3957)
N (-2.2861, 0.3471, -1.9360)
C (-2.3220, 1.6421, -2.1345)
C (-3.4865, 2.2520, -2.6872)
N (-4.4158, 2.7721, -3.1162)
C (-1.1304, 2.3320, -1.7619)
N (-0.0796, 2.2655, -1.2939)



# 3
The following is a quantum chemistry calculation of a structure of composition C12H4F2NNiO12S2, from the OMol25 dataset.

Its expectation value of S² is 2.005. Its energy above the lowest of the compared OMol25 structures with the same formula, charge and spin is 259.56 kJ/mol. The total charge is -3. Its spin multiplicity is 3. The HOMO energy (spin up / spin down) comes out at 0.32 / 0.32 eV. Its orbital gap (spin up / spin down) is 5.898 / 5.844 eV.

CARTESIAN COORDINATES (ANGSTROEM)
Ni (0.0658, 0.4494, -0.6979)
C (-0.6235, 2.3729, 3.0107)
C (-0.6030, 1.7044, 1.6721)
C (-1.7760, 0.6584, 1.3061)
O (-1.7407, 0.3334, 0.1508)
C (-2.6578, 0.3045, 2.3619)
C (-2.6601, 1.0130, 3.5433)
C (-1.6060, 2.0482, 3.9383)
O (-1.6674, 2.8438, 4.9736)
O (-3.4380, 0.5008, 4.4469)
O (0.3709, 1.7761, 0.8376)
H (0.0169, 3.2241, 3.1889)
H (-3.1976, -0.6140, 2.1848)
C (0.0999, -3.6930, -1.5653)
C (0.8269, -4.7484, -0.8489)
C (1.9876, -4.4010, 0.1422)
O (2.7588, -5.2344, 0.6664)
C (2.1194, -2.9645, 0.4366)
C (1.3113, -2.0835, -0.1864)
C (0.3159, -2.3984, -1.2526)
O (-0.3147, -1.4539, -1.8744)
O (1.5037, -0.8851, 0.3253)
O (0.4196, -5.9072, -1.0242)
H (-0.6184, -3.8677, -2.3527)
H (2.7484, -2.7220, 1.2803)
N (0.4158, 1.7453, -2.0428)
S (-0.3604, 2.6105, -3.0830)
O (0.0834, 2.6200, -4.4772)
O (-1.0982, 3.7561, -2.5614)
F (-1.6044, 1.6061, -3.0068)
S (1.8261, 2.7161, -2.4769)
O (1.7291, 4.1458, -2.4544)
O (2.7033, 2.1642, -3.4946)
F (2.6633, 2.3797, -1.0663)



# 4
The following is a quantum chemistry calculation of a cluster of 14 separate species, C12H52O14 in total, from the OMol25 dataset.

Its energy above the lowest of the compared OMol25 structures with the same formula, charge and spin is 414.52 kJ/mol. Its spin multiplicity is 1. The HOMO energy comes out at -10.02 eV. Its orbital gap is 9.846 eV.

CARTESIAN COORDINATES (ANGSTROEM)
C (-3.0601, -0.2665, 4.9549)
C (-4.2972, 0.5998, 4.8485)
O (-4.7996, 0.9891, 6.1074)
H (-3.2612, -1.1497, 5.5614)
H (-2.2909, 0.2708, 5.5097)
H (-2.7151, -0.5030, 3.9484)
H (-5.0568, 0.0828, 4.2622)
H (-4.0108, 1.4867, 4.2833)
H (-5.6563, 1.3961, 5.9592)
C (1.0925, -0.2162, 0.8825)
C (1.4464, 1.2898, 0.8940)
O (0.3127, 2.0148, 1.2274)
H (0.1972, -0.3967, 0.2875)
H (0.8853, -0.5599, 1.8959)
H (1.9811, -0.6879, 0.4630)
H (1.7194, 1.6407, -0.1012)
H (2.2481, 1.5943, 1.5668)
H (0.6323, 2.9182, 1.1703)
C (0.1298, 4.5571, -3.5881)
C (1.4091, 4.6236, -4.3765)
O (2.5052, 4.9021, -3.4966)
H (0.3448, 3.8429, -2.7932)
H (-0.6561, 4.0401, -4.1388)
H (-0.2187, 5.5358, -3.2584)
H (1.3222, 5.3809, -5.1556)
H (1.5895, 3.6304, -4.7878)
H (3.2185, 5.1406, -4.0932)
C (6.1420, 0.7025, -4.8616)
C (4.9504, -0.0558, -4.2379)
O (5.1995, -0.7464, -3.0267)
H (7.0362, 0.1066, -4.6786)
H (6.3019, 1.6186, -4.2930)
H (5.9554, 0.9598, -5.9043)
H (4.4967, -0.7215, -4.9721)
H (4.0746, 0.5506, -4.0067)
H (4.4791, -1.3671, -2.8952)
C (-2.9342, -5.5881, 2.6605)
C (-2.4034, -5.1546, 1.3241)
O (-3.3550, -5.4778, 0.3478)
H (-3.8336, -5.0526, 2.9644)
H (-2.2864, -5.2437, 3.4667)
H (-3.1356, -6.6547, 2.7597)
H (-1.4873, -5.7401, 1.2462)
H (-2.0501, -4.1241, 1.3590)
H (-3.4774, -4.6415, -0.1073)
C (-5.2098, -3.5704, -4.2298)
C (-5.4155, -2.4803, -3.1434)
O (-4.3204, -2.4535, -2.3247)
H (-6.1442, -3.8111, -4.7368)
H (-4.8636, -4.5168, -3.8143)
H (-4.5431, -3.2012, -5.0090)
H (-6.3179, -2.7364, -2.5883)
H (-5.5774, -1.5219, -3.6367)
H (-3.6985, -1.8659, -2.7600)
O (5.8267, 0.1713, 3.9822)
H (6.1565, -0.4144, 4.6636)
H (6.2764, -0.1101, 3.1855)
O (2.4845, -4.2714, -2.8190)
H (2.4324, -4.8882, -2.0888)
H (2.0595, -4.7248, -3.5470)
O (-1.1339, -0.1082, -3.6983)
H (-0.4194, 0.0470, -3.0805)
H (-0.7251, -0.5787, -4.4247)
O (1.1986, 6.1565, 4.6725)
H (1.3858, 6.1814, 3.7342)
H (1.8544, 5.5592, 5.0323)
O (2.2279, -4.9790, 4.0341)
H (1.7125, -5.1460, 4.8232)
H (2.3392, -4.0285, 4.0168)
O (1.6927, 6.2117, 0.6166)
H (2.0950, 6.2600, -0.2506)
H (0.8186, 6.5830, 0.4967)
O (-3.8818, 1.9403, 0.1153)
H (-3.8806, 1.0857, -0.3158)
H (-2.9685, 2.0860, 0.3619)
O (3.2988, 2.9172, 5.7835)
H (2.7186, 2.4492, 6.3840)
H (3.8374, 2.2321, 5.3874)



# 5
The following is a quantum chemistry calculation of a structure of composition C12H5F6I2N2O7PdS2, from the OMol25 dataset.

Its expectation value of S² is 2.006. Its energy above the lowest of the compared OMol25 structures with the same formula, charge and spin is 8.82 kJ/mol. The total charge is -1. Its spin multiplicity is 3. The HOMO energy (spin up / spin down) comes out at -5.26 / -5.25 eV. Its orbital gap (spin up / spin down) is 7.290 / 6.235 eV.

CARTESIAN COORDINATES (ANGSTROEM)
Pd (-0.0562, 0.0664, 0.1883)
I (-0.0266, 5.0172, 0.9514)
C (-0.9895, 3.5167, 2.0337)
C (-2.0688, 3.8196, 2.8663)
C (-2.7195, 2.8260, 3.5486)
I (-4.3124, 3.3658, 4.8125)
C (-2.3294, 1.4745, 3.4165)
C (-2.9481, 0.3692, 4.0401)
C (-2.4749, -0.8941, 3.8240)
C (-1.3924, -1.0858, 2.9524)
N (-0.8077, -0.0851, 2.3436)
C (-1.2361, 1.1848, 2.5653)
C (-0.5115, 2.2190, 1.8583)
O (0.5184, 1.9209, 1.1429)
H (-2.3897, 4.8476, 2.9609)
H (-3.8023, 0.5303, 4.6843)
H (-2.9388, -1.7478, 4.2983)
H (-1.0086, -2.0755, 2.7412)
F (-2.2121, -4.3976, 0.5680)
C (-1.6945, -4.0300, -0.6125)
F (-0.7880, -4.9380, -0.9643)
F (-2.6705, -4.0338, -1.5204)
S (-0.9922, -2.3212, -0.4195)
O (0.0661, -2.4964, 0.5508)
O (-2.1760, -1.6158, -0.0168)
N (-0.5184, -1.9851, -1.8753)
S (1.0141, -1.7168, -2.2482)
O (1.7728, -1.1024, -1.1842)
O (1.1286, -1.2494, -3.5853)
C (1.7376, -3.4338, -2.3995)
F (2.9254, -3.3554, -3.0098)
F (1.9217, -4.0424, -1.2297)
F (0.9347, -4.1948, -3.1530)
O (-1.7778, 1.3041, -0.6585)
C (-1.1807, 1.4084, -1.7613)
O (-0.0211, 0.9922, -1.9557)
H (-1.7196, 1.8933, -2.5915)



# 6
The following is a quantum chemistry calculation of an isolated molecule of C12H6ClN3OS2, from the OMol25 dataset.

Its spin multiplicity is 1. The HOMO energy comes out at -8.86 eV. The SMILES is N#CCSc1nnc(-c2sc3ccccc3c2Cl)o1. Its orbital gap is 8.268 eV.

CARTESIAN COORDINATES (ANGSTROEM)
N (-5.5086, 2.9073, 3.0716)
C (-5.0913, 1.9925, 2.4837)
C (-4.6664, 0.8879, 1.5101)
S (-4.8481, 1.3624, -0.3749)
C (-3.4820, 0.4057, -0.8031)
N (-3.5508, -0.7371, -1.3667)
N (-2.2458, -1.2016, -1.5506)
C (-1.4920, -0.3047, -0.9565)
C (-0.0239, -0.2701, -0.8889)
S (0.9654, 1.2842, -0.9666)
C (2.4727, 0.4777, -0.6920)
C (3.8296, 1.0473, -0.7399)
C (4.8042, 0.2315, -0.2288)
C (4.5799, -1.1039, 0.1850)
C (3.2903, -1.6419, 0.0043)
C (2.2789, -0.8029, -0.4446)
C (0.9257, -1.2522, -0.5603)
Cl (0.4171, -2.9288, -0.3811)
O (-2.1605, 0.7887, -0.5288)
H (-5.2007, -0.0954, 1.6328)
H (-3.6102, 0.6699, 1.7199)
H (4.0985, 2.0661, -1.0229)
H (5.6939, 0.7550, -0.0715)
H (5.3173, -1.7379, 0.6446)
H (3.2067, -2.8000, 0.3252)



So what do the calculations give for E_tot? Going down the list: -118765.5237, -93787.6555, -106713.4136, -41949.3062, -87495.0124, -53249.2874 eV.